ORCA calculation (the ωB97M-V functional and the def2-TZVPD basis) on C33H43KN8O as an isolated structure.

The value obtained for the HOMO-LUMO gap is 5.33 eV. The HOMO energy comes out at -5.522 eV. The value obtained for the total energy is -2396.52450 hartree. For the molar mass, the calculation gives 606.9 g/mol. Its charge is 0. The LUMO energy is -0.007 Ha. As for the multiplicity: 1. The relative energy (zero: lowest compared OMol25 entry of this formula, charge and spin) comes out at 0.496 eV.

Atoms and positions in Å:
K (-1.1653, -0.0881, 0.1137)
O (-0.5772, 2.3104, 0.1088)
N (1.6380, -0.1829, -0.1167)
N (-3.8142, 1.5598, -0.4670)
N (6.5635, 0.8505, -0.9165)
N (-0.0833, -3.1330, -0.1237)
N (6.7073, -0.6773, 0.6995)
N (-1.8292, 4.0523, -0.5744)
N (-1.5423, 0.0823, -3.1695)
N (-1.6441, -0.4244, 2.7166)
C (-6.2156, 2.9690, -0.7333)
C (-2.4005, 0.7802, 3.0084)
C (-3.8622, 2.7502, -1.0780)
C (-0.2737, 4.3945, 1.2557)
C (-0.6655, -3.8210, -1.2784)
C (7.8940, 0.6203, -0.6252)
C (8.0065, -0.3415, 0.3903)
C (3.6813, 0.6606, -1.0390)
C (-3.5887, -1.8207, 1.9367)
C (-4.8072, -2.3073, 2.4195)
C (9.0436, 1.1817, -1.1811)
C (-5.6260, -2.5099, 0.1840)
C (-2.5447, 3.2858, -1.5868)
C (-3.3403, -1.6266, 0.5620)
C (-0.6804, -0.8891, -3.8541)
C (-0.4350, -0.4745, 3.5143)
C (-5.0291, 3.4832, -1.2353)
C (-0.8907, 3.4867, 0.2180)
C (-0.1302, -1.8969, -2.8535)
C (4.4308, -0.0252, -0.0873)
C (10.3596, -0.2100, 0.3128)
C (2.3040, 0.5504, -1.0106)
C (-5.8347, -2.6462, 1.5495)
C (-6.1794, 1.7451, -0.0948)
C (10.2651, 0.7567, -0.7016)
C (2.3591, -0.8243, 0.7988)
C (9.2344, -0.7772, 0.8771)
C (3.7421, -0.7800, 0.8564)
C (-4.9630, 1.0802, 0.0161)
C (-2.4633, -1.6191, 2.9397)
C (-1.2107, -2.8117, -2.2793)
C (-4.4100, -2.0049, -0.2710)
C (5.8936, 0.0678, -0.1168)
H (-0.1848, 5.4205, 0.8999)
H (-1.1993, -1.4237, -4.6612)
H (0.1322, -1.3719, 3.2583)
H (-4.9059, 0.1109, 0.5082)
H (-7.0741, 1.2920, 0.3099)
H (0.0374, -3.7740, 0.6499)
H (-1.6978, -3.3520, -3.0980)
H (-2.7023, 0.8313, 4.0683)
H (9.3080, -1.5232, 1.6576)
H (4.2560, -1.3251, 1.6377)
H (11.3373, -0.5175, 0.6592)
H (0.0479, -4.4906, -1.7805)
H (0.1477, -0.3383, -4.3061)
H (4.1875, 1.2614, -1.7811)
H (-1.9107, 2.4416, -1.8564)
H (8.9657, 1.9247, -1.9633)
H (-2.1323, 4.9905, -0.3783)
H (-3.2999, 0.8009, 2.3929)
H (-1.8005, 1.6647, 2.7776)
H (1.6911, 1.0707, -1.7390)
H (1.7994, -1.4057, 1.5242)
H (-6.4091, -2.7907, -0.5154)
H (-1.8536, 0.7938, -3.8192)
H (-7.1449, 3.5138, -0.8433)
H (-1.9705, -2.2283, -1.7494)
H (-0.6410, -0.5048, 4.5984)
H (-1.7938, -2.4829, 2.8708)
H (-1.4948, -4.4301, -0.9171)
H (0.1866, 0.4013, 3.3095)
H (0.7080, 4.0098, 1.5185)
H (0.6475, -2.4989, -3.3352)
H (6.4121, -1.3562, 1.3769)
H (-5.0093, 4.4361, -1.7505)
H (-0.8971, 4.3902, 2.1516)
H (-2.8740, -1.6088, 3.9662)
H (-4.3073, -1.8900, -1.3548)
H (11.1740, 1.1737, -1.1146)
H (-2.3780, -0.3768, -2.8205)
H (0.3281, -1.3211, -2.0457)
H (0.8287, -2.7544, -0.3516)
H (-6.7748, -3.0263, 1.9326)
H (-2.6954, 3.9193, -2.4616)
H (-4.9603, -2.4313, 3.4905)